Entry 1:
The following is a quantum chemistry calculation of one molecule with the formula C6H6O, from OMol25.

```
13
Properties=species:S:1:pos:R:3:forces:R:3
C -1.29992 -1.85575 -0.61203 -5.765 -2.645 -1.441
C -0.48481 -0.99784 -0.10513 2.082 1.316 0.473
C -0.06256 -0.70997 1.32933 -2.473 -3.686 0.334
C 0.76193 0.30420 1.22719 -0.590 2.829 4.221
C 0.61014 0.90951 -0.03733 -0.194 4.823 -7.428
C 0.58761 2.23375 -0.64622 1.936 -1.752 0.578
O 0.15830 -0.03749 -1.00424 -1.299 -1.030 4.393
H -1.80659 -2.75899 -0.05348 1.391 2.139 -0.677
H -2.01934 -1.53437 -1.49936 2.444 -0.962 1.211
H -0.64226 -1.20943 2.39146 2.279 1.496 -3.747
H 0.86757 0.87321 2.19744 0.810 -0.280 -1.496
H 0.42280 2.67412 -1.79600 -0.060 -2.344 3.215
H 1.23708 2.95193 -0.14103 -0.563 0.093 0.363
```
Forces are in eV/Å.

Calculated values
LUMO energy   -0.1 eV
Energy relative to the best compared isomer or geometry (same formula, charge and spin)   493.6 kJ/mol
Highest occupied orbital energy   -0.300 Ha
Frontier orbital gap   8.07 eV
SMILES   C=c1ccc(=C)o1

Entry 2:
The following is a quantum chemistry calculation of one molecule with the formula C6H6O, from OMol25.

```
13
Properties=species:S:1:pos:R:3:forces:R:3
C 2.45086 -1.08842 0.33974 0.126 0.092 0.521
C 1.49969 -0.29906 0.81116 1.230 -0.787 -0.604
C 0.27769 0.12828 0.29160 -2.384 -0.786 -0.769
C -0.46431 1.31580 0.21000 0.351 0.842 0.261
C -1.81822 1.02436 -0.30885 -0.372 -0.217 -0.224
O -1.77997 -0.40857 -0.60525 -0.875 0.685 -0.309
C -0.62372 -0.83325 -0.23460 2.119 -0.647 0.723
H 3.23842 -1.48872 0.97905 -0.150 0.125 0.005
H -0.13219 2.30609 0.48447 -0.055 -0.086 -0.014
H -2.64296 1.14648 0.40670 0.072 0.145 -0.011
H -2.11212 1.49917 -1.25209 0.102 0.165 0.132
H -0.42479 -1.88638 -0.41887 0.002 0.155 0.213
H 2.53161 -1.41579 -0.70307 -0.167 0.314 0.075
```
Forces are in eV/Å.

Calculated values
LUMO energy (spin up / spin down)   -0.5 / 0.1 eV
Energy relative to the best compared isomer or geometry (same formula, charge and spin)   463.7 kJ/mol
Highest occupied orbital energy (spin up / spin down)   -0.241 / -0.283 Ha
Frontier orbital gap (spin up / spin down)   6.09 / 7.83 eV

Look up the energy relative to the best compared isomer or geometry (same formula, charge and spin) of the first one. 493.6 kJ/mol

Among the records above, which one has the lowest energy relative to the best compared isomer or geometry (same formula, charge and spin)? number 2